# 1
{
  "formula": "C4H4S",
  "method": "wB97M-V/def2-TZVPD",
  "elements": ["C", "C", "C", "C", "S", "H", "H", "H", "H"],
  "coordinates": [[-0.949, -1.106, 0.075], [-2.112, 1.389, -0.014], [0.065, -0.017, 0.027], [-0.760, 1.294, 0.001], [-2.542, -0.414, -0.014], [-0.740, -2.151, -0.369], [0.586, 0.214, -1.069], [0.933, -0.135, 0.744], [-0.114, 2.178, -0.067]],
  "atomic_forces_ev_per_a": [[-1.397, -0.073, -2.682], [0.087, -1.792, -0.147], [-0.014, 1.302, -1.504], [1.620, 0.378, 0.707], [2.812, -0.203, 0.455], [-0.428, 1.560, 1.464], [-1.265, -1.406, 2.315], [-0.984, 0.265, -0.710], [-0.431, -0.030, 0.103]],
  "nbo_charge": [-0.295, -0.370, -0.579, -0.311, 0.513, 0.248, 0.309, 0.278, 0.206],
  "orbital_gap_ev": [7.11, 7.12]
}

---

# 2
{
  "formula": "C11H39O11",
  "method": "wB97M-V/def2-TZVPD",
  "elements": ["C", "C", "O", "O", "H", "H", "H", "C", "O", "H", "H", "H", "H", "C", "O", "H", "H", "H", "H", "C", "O", "H", "H", "H", "H", "C", "O", "H", "H", "H", "H", "C", "O", "H", "H", "H", "H", "C", "O", "H", "H", "H", "H", "C", "O", "H", "H", "H", "H", "C", "O", "H", "H", "H", "H", "C", "O", "H", "H", "H", "H"],
  "coordinates": [[0.648, -0.522, 2.454], [0.226, 0.015, 1.093], [1.054, 0.666, 0.406], [-0.920, -0.306, 0.692], [-0.141, -0.980, 3.049], [1.100, 0.278, 3.041], [1.403, -1.283, 2.256], [-5.229, 1.977, -2.581], [-3.987, 2.641, -2.486], [-5.667, 1.934, -1.584], [-5.998, 2.334, -3.267], [-5.069, 0.946, -2.896], [-3.369, 2.047, -2.054], [5.817, 3.938, 1.392], [5.559, 2.650, 0.945], [6.591, 3.924, 2.159], [6.037, 4.649, 0.596], [4.932, 4.273, 1.933], [4.668, 2.583, 0.593], [0.389, -7.831, 2.155], [1.565, -7.050, 2.087], [0.612, -8.754, 2.690], [-0.338, -7.267, 2.739], [-0.062, -8.073, 1.193], [1.646, -6.632, 2.947], [-5.990, -1.330, 3.011], [-5.190, -2.491, 2.914], [-6.851, -1.294, 2.344], [-6.360, -1.455, 4.029], [-5.455, -0.399, 2.825], [-4.529, -2.308, 2.243], [1.067, 0.201, -5.684], [2.081, 0.151, -4.740], [0.135, -0.143, -5.235], [0.890, 1.254, -5.903], [1.283, -0.335, -6.609], [1.668, 0.378, -3.904], [-2.892, 4.730, 3.035], [-3.523, 4.498, 4.270], [-3.418, 5.547, 2.540], [-1.882, 5.100, 3.212], [-2.841, 3.891, 2.341], [-3.147, 5.074, 4.939], [-1.376, -4.652, -2.709], [-2.607, -4.019, -2.300], [-1.522, -5.613, -3.203], [-0.866, -3.920, -3.335], [-0.729, -5.000, -1.904], [-2.332, -3.265, -1.774], [1.201, 6.124, -2.492], [1.065, 5.905, -1.137], [0.238, 5.991, -2.985], [1.537, 7.113, -2.804], [1.941, 5.509, -3.003], [0.907, 4.960, -1.086], [5.876, -3.061, 0.510], [6.745, -2.049, 0.968], [5.239, -3.465, 1.297], [5.324, -2.719, -0.366], [6.545, -3.865, 0.206], [6.298, -1.200, 0.937]],
  "atomic_forces_ev_per_a": [[0.435, 0.107, 0.339], [-0.727, -0.037, -1.440], [0.422, 0.073, 0.719], [-0.387, -0.141, 0.312], [-0.210, 0.088, -0.292], [0.202, -0.022, 0.027], [0.201, -0.010, 0.150], [0.011, -1.409, 0.886], [-0.256, 0.768, -0.808], [-0.361, -0.022, 0.061], [0.646, 0.944, -0.156], [-0.009, -0.245, -0.015], [0.025, -0.059, 0.078], [-0.915, 0.561, 0.893], [0.489, -1.127, -0.503], [0.347, -0.131, -0.355], [0.220, 0.028, -0.069], [-0.115, 0.542, 0.008], [-0.080, 0.054, 0.030], [-0.247, 0.073, 0.918], [0.216, 0.053, -0.545], [-0.197, -0.297, -0.051], [-0.420, -0.209, -0.068], [0.470, 0.263, -0.157], [0.179, 0.121, -0.109], [-0.412, -0.294, 0.745], [0.341, 0.102, -0.861], [-0.109, -0.437, -0.286], [-0.258, 0.958, 0.047], [0.265, -0.026, 0.453], [0.231, -0.287, -0.103], [-1.166, 0.965, -0.011], [1.024, -0.558, 0.499], [-0.209, -0.430, -0.326], [-0.179, 0.174, -0.621], [0.250, -0.119, 0.264], [0.275, -0.040, 0.264], [0.499, 1.401, -0.241], [-0.476, -0.881, 0.450], [-0.077, 0.038, -0.384], [0.254, -0.203, -0.222], [-0.250, -0.328, 0.579], [0.052, -0.046, -0.187], [-0.150, 0.251, 0.114], [0.592, -1.001, -0.018], [-0.766, 0.395, -0.600], [0.433, -0.469, -0.190], [0.018, 0.707, 0.583], [-0.097, 0.177, 0.161], [-0.153, 0.437, -2.110], [0.416, -0.037, 0.740], [-0.110, -0.139, -0.310], [-0.118, 0.460, 0.907], [0.043, -0.624, 0.227], [-0.080, -0.145, 0.580], [0.620, -0.272, -0.291], [0.245, 0.419, 0.308], [-0.305, 0.230, -0.024], [-0.310, -0.200, 0.108], [-0.168, -0.171, -0.165], [-0.102, 0.027, 0.070]],
  "nbo_charge": [-0.726, 0.749, -0.808, -0.809, 0.196, 0.198, 0.203, -0.248, -0.729, 0.159, 0.174, 0.161, 0.483, -0.239, -0.729, 0.170, 0.154, 0.162, 0.482, -0.245, -0.718, 0.152, 0.165, 0.181, 0.465, -0.249, -0.722, 0.148, 0.174, 0.176, 0.474, -0.240, -0.722, 0.163, 0.150, 0.171, 0.478, -0.245, -0.728, 0.150, 0.161, 0.198, 0.463, -0.258, -0.731, 0.171, 0.171, 0.168, 0.477, -0.249, -0.709, 0.156, 0.168, 0.157, 0.477, -0.243, -0.733, 0.163, 0.173, 0.166, 0.473],
  "orbital_gap_ev": 6.74,
  "charge": -1
}

---

Relative energy (zero: lowest compared OMol25 entry of this formula, charge and spin) / kJ/mol: 422.6 179.7